{
  "formula": "C30H42N2O2P2Pb",
  "method": "wB97M-V/def2-TZVPD",
  "charge": 0,
  "orbital_gap_ha": 0.28141,
  "relative_energy_kcal_mol": 0.0,
  "energy_ev": -62691.270,
  "symbols": ["H", "H", "H", "H", "H", "H", "H", "C", "P", "C", "H", "H", "O", "H", "C", "C", "H", "H", "H", "C", "C", "C", "C", "C", "C", "H", "H", "H", "H", "H", "H", "N", "H", "H", "C", "C", "H", "C", "C", "N", "Pb", "H", "H", "H", "C", "C", "C", "P", "C", "H", "H", "H", "H", "C", "C", "C", "C", "C", "O", "C", "C", "H", "H", "H", "C", "C", "H", "H", "H", "H", "H", "C", "H", "C", "H", "C", "H", "H", "H"],
  "positions_angstrom": [[0.312, -1.855, -8.134], [-1.024, -3.001, -0.276], [-0.098, 0.786, -8.036], [0.484, -3.789, 1.684], [2.109, -1.883, -2.815], [-2.644, 2.402, 4.182], [2.095, -3.702, -5.467], [-0.692, -2.268, -1.024], [0.233, -2.173, -5.709], [3.060, 0.065, 6.426], [1.741, -3.402, -7.201], [2.005, 0.637, -2.805], [-0.813, -0.888, 4.349], [-1.227, -1.280, -7.436], [0.612, -2.206, -1.342], [-2.681, 2.044, 5.213], [-0.869, -0.157, -3.134], [0.766, 3.173, 6.813], [-2.743, 0.882, 8.927], [2.617, 2.218, 7.415], [-3.904, 1.967, 5.894], [1.862, 0.147, 5.708], [1.833, -2.938, -6.209], [-1.402, -0.069, -2.178], [1.707, 0.043, -1.921], [2.314, 2.050, -5.877], [1.492, 0.174, -7.503], [-0.712, -4.081, -6.926], [-1.919, -3.260, -5.889], [1.557, -0.694, 5.076], [1.037, 2.938, -6.764], [0.024, 0.618, 2.811], [1.152, 3.063, -4.983], [-0.694, -4.324, -5.153], [-1.510, 1.613, 5.845], [-1.527, 1.261, 7.196], [-2.255, -2.052, -2.482], [0.385, -2.956, 2.397], [-3.936, 1.514, 7.222], [-0.110, 2.491, 4.053], [1.206, -1.053, 1.548], [-2.591, -1.348, -0.909], [1.001, -3.148, 3.288], [-0.662, -2.807, 2.709], [-1.791, -1.481, -1.655], [1.041, 1.271, 5.840], [0.240, 2.006, 2.779], [0.176, 0.950, -5.608], [-0.133, -1.274, -7.312], [1.147, 1.546, -0.414], [-2.242, 0.987, -5.958], [2.633, -0.091, -1.337], [-1.659, 2.458, -5.127], [-0.252, 1.429, 5.012], [1.423, 2.309, 6.695], [0.711, 0.804, -1.100], [-0.881, -3.603, -5.955], [0.412, 0.158, -7.290], [0.613, 2.667, 1.825], [-2.743, 1.201, 7.887], [1.230, -1.355, -2.403], [3.677, -0.824, 6.300], [2.884, 3.029, 8.087], [-4.888, 1.398, 7.738], [-1.453, 1.749, -5.939], [1.275, 2.395, -5.842], [-0.598, 0.988, 7.691], [2.618, -2.172, -6.229], [-2.334, 0.470, -2.421], [-4.827, 2.239, 5.373], [-1.430, 2.284, -6.899], [3.436, 1.090, 7.292], [-1.230, 1.334, -0.509], [-0.621, 0.740, -1.202], [0.153, 3.444, 4.299], [-0.401, 0.235, 4.052], [1.315, -2.899, -0.857], [0.557, -1.245, -3.265], [4.351, 1.010, 7.873]]
}

{
  "formula": "C30H42N7NdOP",
  "method": "wB97M-V/def2-TZVPD",
  "charge": 3,
  "spin_multiplicity": 4,
  "orbital_gap_ha": [0.31960, 0.32812],
  "relative_energy_kcal_mol": 0.0,
  "energy_ev": -68818.011,
  "s_squared": 3.753,
  "symbols": ["H", "H", "H", "H", "H", "H", "C", "H", "H", "H", "C", "C", "C", "C", "N", "C", "H", "C", "H", "H", "C", "N", "C", "H", "H", "C", "C", "C", "H", "H", "H", "H", "H", "C", "H", "C", "H", "H", "H", "N", "H", "H", "H", "H", "C", "H", "N", "Nd", "H", "H", "H", "H", "H", "P", "C", "N", "C", "H", "C", "H", "C", "N", "C", "H", "C", "C", "C", "C", "C", "N", "H", "C", "H", "C", "O", "H", "C", "H", "H", "H", "C", "C"],
  "positions_angstrom": [[-1.168, -4.085, -0.237], [0.396, 2.944, -6.020], [2.989, -1.592, -1.375], [-0.982, -0.043, 5.073], [-2.125, -3.454, -1.583], [1.998, 2.220, -1.775], [-1.269, 2.112, 3.623], [-0.690, 3.036, 3.681], [4.957, -1.125, 4.239], [4.103, 0.704, -3.006], [4.036, 0.225, -2.028], [0.112, -2.722, -3.046], [-1.130, -3.475, -1.137], [0.675, 0.772, -6.084], [-1.945, 2.121, 1.285], [3.141, 0.017, 4.140], [4.964, -0.321, -1.873], [1.026, 1.350, 3.827], [0.837, -4.210, -1.655], [-0.522, 2.476, -3.488], [-4.493, 3.037, 1.877], [-0.156, -1.566, -2.137], [-0.003, 2.036, -5.572], [2.650, -1.382, 0.646], [0.067, -0.962, 4.000], [2.823, -0.991, 1.640], [-0.680, -2.043, -0.850], [2.817, -0.696, -1.971], [1.879, 1.846, -0.055], [1.757, 0.909, -6.136], [-3.860, 2.897, 3.931], [-2.475, 2.249, -0.705], [-0.427, -4.805, -2.725], [-4.202, -1.921, 2.195], [-5.072, -2.305, 1.682], [-1.978, -0.871, 3.389], [-3.299, -1.177, 0.408], [4.316, 2.192, -1.089], [-1.528, -1.429, -0.525], [-2.092, -0.793, 2.051], [1.124, -2.684, -3.442], [-1.075, 2.007, -5.766], [-4.819, -2.523, 4.165], [4.042, 0.870, 0.041], [-0.761, -0.249, 4.021], [-5.487, 3.393, 2.116], [1.717, 0.129, -1.359], [-0.200, 0.408, 0.793], [0.102, -2.077, -0.055], [-4.768, 3.084, -0.263], [-1.737, 1.982, 4.603], [4.656, -2.052, 1.934], [-0.662, -0.691, -5.203], [0.281, 0.010, -2.248], [-2.323, 2.308, 2.563], [0.302, 0.531, -3.761], [3.940, -1.364, 2.360], [-0.592, -2.705, -3.876], [4.101, -0.849, 3.637], [1.276, 2.343, 3.444], [-4.060, -2.035, 3.569], [-0.327, 0.997, 3.345], [2.264, 1.476, -1.023], [0.329, 0.466, -7.068], [-3.589, 2.757, 2.893], [-2.938, -1.489, 4.174], [3.771, 1.262, -0.941], [2.061, 0.364, 3.348], [-3.200, -1.296, 1.481], [1.899, -0.134, 2.107], [3.233, 0.425, 5.138], [-2.825, 2.402, 0.308], [1.063, 1.413, 4.919], [0.263, 1.997, -4.072], [-0.636, 0.851, -1.333], [1.060, -1.069, -4.978], [-4.103, 2.863, 0.559], [2.527, -1.021, -2.972], [1.223, 2.459, -3.835], [-2.812, -1.531, 5.247], [-0.096, -3.942, -2.154], [0.328, -0.267, -5.028]]
}

{
  "formula": "C30H43As3N6Pt",
  "method": "wB97M-V/def2-TZVPD",
  "charge": 2,
  "orbital_gap_ha": 0.22116,
  "relative_energy_kcal_mol": 0.0,
  "energy_ev": -226496.303,
  "symbols": ["C", "C", "C", "H", "H", "H", "C", "H", "C", "H", "H", "C", "C", "H", "C", "H", "H", "N", "H", "H", "C", "H", "C", "C", "H", "C", "C", "C", "H", "C", "C", "C", "H", "H", "H", "H", "C", "H", "N", "H", "H", "N", "C", "H", "H", "H", "C", "H", "C", "H", "C", "H", "H", "C", "H", "C", "H", "N", "H", "As", "C", "C", "As", "H", "C", "H", "H", "H", "H", "Pt", "H", "H", "N", "H", "H", "N", "C", "C", "H", "H", "H", "As", "C"],
  "positions_angstrom": [[-3.948, -3.734, -0.062], [4.276, -2.978, 1.580], [-6.452, 1.454, -0.162], [1.696, 3.794, -1.726], [3.170, 2.147, 0.710], [2.447, 1.246, 2.073], [2.106, -1.702, -1.960], [3.961, -3.392, 3.661], [4.494, -1.483, 1.967], [4.263, -2.930, -0.596], [0.387, -4.828, 2.341], [1.140, 4.544, 0.236], [-5.840, 0.237, 0.106], [-7.490, 1.602, 0.100], [1.166, 3.593, -0.805], [5.249, -0.854, -1.334], [0.528, 1.659, -1.434], [-0.397, -0.055, 2.275], [-2.311, -4.804, 0.756], [4.168, 1.665, 2.117], [3.850, -6.490, 1.524], [-2.000, 1.711, -1.482], [-2.002, -2.650, 0.998], [-2.033, -2.795, 2.571], [-2.311, 0.155, -1.860], [3.556, -3.099, 0.222], [-3.821, -1.261, 0.071], [0.191, -0.288, 3.254], [3.155, -4.103, 0.085], [3.437, -3.583, 2.721], [-3.804, 1.072, -0.804], [-0.196, 2.972, 1.466], [2.496, -3.022, 2.801], [3.933, -1.222, 2.863], [6.030, 0.312, -0.246], [-3.830, 3.079, -1.558], [0.503, 2.404, -0.646], [-6.206, 3.428, -0.965], [3.168, 0.251, 4.523], [1.233, -1.167, -2.329], [6.297, -3.080, 0.796], [0.826, -0.535, 4.323], [0.435, 4.186, 1.399], [3.011, -1.225, -2.331], [3.398, -7.482, 1.495], [6.125, -3.752, 2.419], [-4.502, 0.030, -0.208], [-1.861, -3.836, 2.835], [-4.397, 2.286, -1.084], [-1.263, -2.186, 3.020], [-4.485, -2.439, -0.249], [1.325, -4.615, 0.845], [2.074, -2.724, -2.338], [2.074, -0.114, 4.422], [3.852, -6.082, 0.515], [1.177, -5.252, 1.720], [0.858, -6.239, 1.384], [1.768, 5.726, 0.127], [4.873, -6.607, 1.874], [3.788, -0.291, 0.638], [-2.741, -3.836, 0.527], [-2.515, -1.314, 0.593], [2.797, -5.470, 2.831], [5.548, -4.660, 1.017], [3.340, 1.384, 1.467], [-0.944, -2.722, 0.716], [0.379, 4.862, 2.242], [2.229, 5.996, -0.723], [-5.467, -2.359, -0.703], [-1.386, 0.321, 0.606], [-6.404, -0.550, 0.591], [5.534, -1.231, 2.183], [-2.393, 0.847, -1.117], [1.713, 6.410, 0.861], [4.770, 0.862, -1.376], [-0.182, 2.072, 0.463], [5.640, -3.663, 1.446], [-5.733, 2.479, -0.755], [-0.734, 2.680, 2.358], [-4.515, -4.602, -0.366], [-3.006, -2.496, 2.956], [2.048, -1.831, 0.000], [5.096, 0.043, -0.737]]
}